1.
The molecule C4H11NO2 in a non-equilibrium geometry. Source: OMol25; level of theory: wB97M-V/def2-TZVPD.

```
18
C4H11NO2, DFT wB97M-V/def2-TZVPD
C 0.32 -1.39 1.09
O 0.13 -2.68 0.47
C 0.28 -0.28 0.03
C -0.07 1.08 0.65
C -1.20 1.83 -0.03
O -1.08 1.86 -1.43
N 1.59 -0.20 -0.63
H 1.32 -1.40 1.52
H -0.51 -1.28 1.76
H 1.01 -3.04 0.30
H -0.52 -0.67 -0.61
H -0.30 0.93 1.70
H 0.84 1.68 0.69
H -2.17 1.44 0.32
H -1.18 2.87 0.25
H -0.91 0.97 -1.77
H 1.78 -1.09 -1.08
H 1.53 0.44 -1.42
```

ΔE to the lowest compared entry with this formula, charge and spin: 146.2 kJ/mol
calculated total energy: -9910.7271 eV
gap between HOMO and LUMO: 10.7 eV
LUMO level: 0.03024 hartree

natural (NBO) atomic charges, in units of e: -0.07, -0.73, -0.09, -0.44, -0.05, -0.71, -0.83, 0.18, 0.18, 0.46, 0.17, 0.21, 0.22, 0.15, 0.18, 0.46, 0.35, 0.36

***

2.
A structure of composition C22H20BBr4N8O2Ti in a non-equilibrium geometry. Source: OMol25; level of theory: wB97M-V/def2-TZVPD.

```
58
C22H20BBr4N8O2Ti, DFT wB97M-V/def2-TZVPD
Ti -0.50 1.14 0.08
C 2.29 3.04 -1.06
C 2.40 1.58 -0.81
C 3.37 0.66 -1.23
C 2.94 -0.57 -0.78
N 1.79 -0.40 -0.11
N 1.47 0.93 -0.12
B 0.81 -1.36 0.63
N -0.53 -1.52 -0.21
C -0.99 -2.57 -0.90
C -2.26 -2.29 -1.34
C -2.54 -1.00 -0.88
C -3.73 -0.13 -1.10
N -1.50 -0.56 -0.18
N 0.42 -0.68 1.98
C 0.72 -1.04 3.24
C 0.25 -0.07 4.10
C -0.34 0.90 3.28
C -1.01 2.18 3.63
N -0.22 0.52 2.01
N 1.36 -2.74 0.90
C 0.67 -3.75 1.50
C 1.50 -4.83 1.59
C 2.71 -4.40 1.00
C 3.98 -5.17 0.80
N 2.62 -3.14 0.59
H 2.31 3.24 -2.13
H 3.12 3.58 -0.60
H 1.36 3.44 -0.66
H 4.26 0.87 -1.80
H 3.38 -1.55 -0.86
H -0.38 -3.45 -1.04
H -2.90 -2.93 -1.93
H -3.93 -0.03 -2.17
H -3.57 0.86 -0.69
H -4.62 -0.56 -0.63
H 1.24 -1.96 3.44
H 0.32 -0.06 5.17
H -0.97 2.35 4.71
H -2.05 2.18 3.32
H -0.52 3.03 3.14
H -0.35 -3.61 1.83
H 1.28 -5.79 2.01
H 3.91 -6.14 1.29
H 4.83 -4.63 1.22
H 4.17 -5.33 -0.26
Br -4.27 5.93 -3.01
C -3.06 4.51 -2.71
C -2.58 3.74 -3.77
Br -3.12 4.11 -5.54
C -1.71 2.68 -3.52
Br -1.03 1.57 -4.88
C -1.31 2.37 -2.22
O -0.52 1.37 -1.90
C -1.77 3.18 -1.16
O -1.33 2.84 0.08
C -2.65 4.22 -1.41
Br -3.23 5.22 0.09
```

ΔE to the lowest compared entry with this formula, charge and spin: 41.6 kJ/mol
calculated total energy: -343121.8520 eV
gap between HOMO and LUMO (spin up / spin down): 7.5 / 7.7 eV
2S+1: 2
<S²>: 0.752
LUMO level (spin up / spin down): 0.00142 / 0.00681 hartree

natural (NBO) atomic charges, in units of e: 1.60, -0.65, 0.25, -0.34, 0.04, -0.34, -0.41, 0.91, -0.33, 0.04, -0.33, 0.25, -0.65, -0.40, -0.33, 0.03, -0.34, 0.22, -0.65, -0.39, -0.39, -0.04, -0.34, 0.15, -0.64, -0.29, 0.24, 0.23, 0.24, 0.24, 0.26, 0.24, 0.24, 0.25, 0.24, 0.24, 0.24, 0.24, 0.23, 0.24, 0.24, 0.23, 0.23, 0.22, 0.23, 0.23, 0.09, -0.18, -0.14, 0.09, -0.20, 0.08, 0.31, -0.77, 0.19, -0.74, -0.14, 0.08

***

3.
The ion C3H11N6 with charge +1 in a non-equilibrium geometry. Source: OMol25; level of theory: wB97M-V/def2-TZVPD.

```
20
C3H11N6, DFT wB97M-V/def2-TZVPD
C -1.54 0.69 -0.14
C -0.49 -0.39 1.66
C 0.84 -1.36 -0.21
N -1.62 -0.08 0.89
N -0.49 1.27 -0.69
N 0.86 -0.60 0.83
N -0.21 -1.94 -0.61
N -0.55 1.51 -2.08
N 1.81 0.37 1.10
H -2.49 0.86 -0.72
H -0.04 0.25 2.42
H -0.60 -1.38 2.18
H 1.73 -1.10 -0.92
H -0.95 -1.78 0.06
H -0.06 -2.50 -1.41
H -1.47 1.99 -2.27
H 0.23 2.30 -2.21
H 2.08 0.18 2.04
H 0.49 1.35 -0.29
H 2.50 0.36 0.36
```

ΔE to the lowest compared entry with this formula, charge and spin: 258.7 kJ/mol
calculated total energy: -12220.1151 eV
gap between HOMO and LUMO: 9.3 eV
net charge: +1
LUMO level: -0.11716 hartree

natural (NBO) atomic charges, in units of e: 0.32, -0.08, 0.35, -0.57, -0.46, -0.22, -0.73, -0.64, -0.64, 0.20, 0.22, 0.22, 0.21, 0.45, 0.44, 0.37, 0.37, 0.40, 0.41, 0.38